(1)
Computed, not measured: C46H76F8N2NbO25 as an isolated structure at a distorted geometry, with ωB97M-V/def2-TZVPD.

Properties
HOMO ... -4.0 eV
Calculated total energy ... -126388.46142 eV
Total charge ... -1

Structure (XYZ):
```
158
Properties=species:S:1:pos:R:3:lowdin_charge:R:1
C -3.55 3.09 6.56 -0.10
C -4.33 2.65 5.30 -0.26
C -4.58 1.14 5.23 -0.22
C -3.32 0.26 5.19 -0.21
C -2.24 0.75 4.23 -0.20
C -2.74 0.74 2.78 -0.20
C -1.92 1.55 1.76 -0.20
C -0.92 0.72 0.95 -0.20
C -1.60 -0.02 -0.23 -0.22
C -0.66 -0.34 -1.40 -0.21
C -0.43 0.86 -2.35 -0.30
C -0.45 0.49 -3.85 -0.37
Nb 0.93 1.67 -5.15 1.51
C 1.98 2.83 -6.83 -0.48
N 2.74 1.99 -7.81 -0.12
C 2.97 1.45 -4.15 -0.35
C 3.14 0.26 -3.18 -0.27
C 3.41 0.61 -1.68 -0.20
C 3.39 2.08 -1.27 -0.25
C 3.37 2.27 0.26 -0.26
C 4.76 2.39 0.90 -0.11
C 0.58 3.72 -4.12 -0.28
C -0.76 4.08 -3.51 -0.49
O -1.82 3.41 -4.20 -0.09
C -1.04 5.60 -3.47 -0.23
N -1.82 6.06 -2.31 -0.01
H -2.79 3.84 6.33 0.07
H -3.05 2.25 7.04 0.06
H -4.23 3.52 7.30 0.06
H -3.81 2.99 4.40 0.10
H -5.30 3.15 5.30 0.10
H -5.17 0.86 6.11 0.11
H -5.20 0.94 4.34 0.10
H -3.65 -0.72 4.83 0.08
H -2.93 0.16 6.21 0.10
H -1.89 1.76 4.50 0.11
H -1.36 0.09 4.30 0.09
H -2.72 -0.31 2.43 0.10
H -3.77 1.07 2.75 0.10
H -1.38 2.36 2.28 0.11
H -2.62 2.01 1.06 0.10
H -0.51 -0.05 1.61 0.11
H -0.11 1.35 0.58 0.11
H -2.43 0.58 -0.61 0.10
H -2.02 -0.96 0.15 0.09
H -1.10 -1.15 -1.99 0.10
H 0.29 -0.70 -1.00 0.10
H -1.27 1.55 -2.18 0.08
H 0.49 1.39 -2.07 0.08
H -1.48 0.57 -4.22 0.02
H -0.17 -0.57 -3.97 0.01
H -0.46 1.88 -6.33 -0.09
H 1.30 0.17 -6.17 -0.09
H 2.72 3.47 -6.33 0.02
H 1.33 3.48 -7.42 0.01
H 2.05 1.45 -8.33 0.03
H 3.23 1.28 -7.29 0.01
H 3.70 1.35 -4.96 0.01
H 3.19 2.42 -3.70 0.01
H 3.98 -0.35 -3.53 0.09
H 2.29 -0.42 -3.21 0.06
H 2.67 0.09 -1.05 0.09
H 4.38 0.19 -1.37 0.10
H 2.55 2.61 -1.72 0.08
H 4.29 2.58 -1.65 0.11
H 2.81 3.20 0.47 0.10
H 2.81 1.46 0.73 0.09
H 4.86 1.76 1.79 0.06
H 5.54 2.09 0.19 0.06
H 4.98 3.42 1.19 0.06
H 0.81 4.45 -4.92 0.04
H 1.34 3.85 -3.33 0.03
H -0.74 3.77 -2.45 0.11
H -2.61 3.42 -3.66 0.07
H -1.57 5.87 -4.39 0.11
H -0.07 6.09 -3.44 0.11
H -1.22 6.47 -1.61 0.06
H -2.30 5.28 -1.88 0.05
C 1.17 -1.47 6.31 -0.06
C 2.63 -1.24 6.65 -0.31
O 3.20 -1.04 5.37 0.14
C 2.24 -0.56 4.54 -0.55
O 2.43 -0.08 3.48 0.19
O 1.02 -0.70 5.11 0.06
F 3.20 -2.33 7.23 0.07
H 0.98 -2.52 6.10 0.13
H 0.49 -1.12 7.07 0.14
H 2.83 -0.37 7.27 0.15
C -2.56 -4.68 2.71 -0.03
C -3.58 -3.55 2.71 -0.30
O -3.36 -2.95 3.98 0.11
C -2.07 -3.19 4.33 -0.55
O -1.50 -2.62 5.20 0.17
O -1.54 -4.15 3.55 0.09
F -4.85 -4.00 2.64 0.08
H -2.99 -5.57 3.17 0.15
H -2.16 -4.91 1.73 0.14
H -3.43 -2.79 1.93 0.17
C -4.90 6.44 -1.25 -0.06
C -6.08 5.62 -1.74 -0.31
O -7.16 6.21 -1.05 0.13
C -6.84 7.50 -0.75 -0.56
O -7.60 8.32 -0.38 0.18
O -5.52 7.70 -0.96 0.07
F -5.99 4.31 -1.41 0.07
H -4.50 6.01 -0.33 0.14
H -4.10 6.55 -1.98 0.10
H -6.27 5.69 -2.81 0.17
C 1.90 -4.42 -7.58 -0.06
C 1.15 -3.25 -8.17 -0.31
O 0.58 -2.65 -7.03 0.12
C 1.37 -2.94 -5.95 -0.56
O 1.32 -2.39 -4.91 0.16
O 2.23 -3.94 -6.28 0.07
F 0.15 -3.64 -9.01 0.06
H 1.24 -5.29 -7.49 0.11
H 2.79 -4.70 -8.12 0.14
H 1.76 -2.51 -8.69 0.17
C -3.67 -3.87 7.42 -0.05
C -3.79 -3.93 8.93 -0.31
O -3.83 -5.32 9.17 0.13
C -3.18 -5.95 8.15 -0.55
O -2.84 -7.09 8.16 0.19
O -2.98 -5.09 7.13 0.07
F -4.93 -3.36 9.39 0.08
H -4.65 -3.89 6.95 0.15
H -3.11 -3.01 7.06 0.12
H -2.95 -3.50 9.47 0.17
C 5.43 1.96 -9.62 -0.06
C 6.66 1.93 -8.74 -0.31
O 7.70 1.64 -9.67 0.12
C 7.30 2.08 -10.90 -0.57
O 8.02 2.20 -11.83 0.16
O 5.99 2.37 -10.88 0.07
F 6.63 0.95 -7.81 0.07
H 5.01 0.96 -9.72 0.14
H 4.65 2.63 -9.28 0.11
H 6.89 2.87 -8.24 0.17
C 2.99 -1.98 11.86 -0.05
C 4.44 -1.75 12.23 -0.32
O 5.02 -1.46 10.98 0.14
C 4.06 -0.93 10.17 -0.54
O 4.26 -0.38 9.15 0.19
O 2.84 -1.14 10.72 0.07
F 5.02 -2.86 12.75 0.08
H 2.83 -3.02 11.58 0.15
H 2.28 -1.69 12.63 0.14
H 4.61 -0.92 12.91 0.17
C -1.18 -8.79 -5.79 -0.05
C -0.47 -8.61 -4.46 -0.31
O 0.87 -8.43 -4.87 0.14
C 0.87 -7.92 -6.13 -0.54
O 1.80 -7.43 -6.66 0.19
O -0.36 -8.04 -6.68 0.07
F -0.56 -9.70 -3.67 0.07
H -1.17 -9.84 -6.08 0.14
H -2.20 -8.41 -5.81 0.14
H -0.79 -7.73 -3.89 0.17
```



(2)
Computed, not measured: a 7-piece molecular cluster, C46H78BrN3O21 overall at a distorted geometry, with ωB97M-V/def2-TZVPD.

Properties
HOMO ... -8.6 eV
Calculated total energy ... -166477.91896 eV
SMILES string ... CCCCCCCc1c(C)c(CCCN)c2ncc(CCCCCOC(C)=O)nc2c1CC(=O)Br.COC(=O)OC.COC(=O)OC.COC(=O)OC.COC(=O)OC.COC(=O)OC.COC(=O)OC

Structure (XYZ):
```
149
Properties=species:S:1:pos:R:3:lowdin_charge:R:1
C 3.68 -4.13 3.25 -0.11
C 3.35 -3.84 4.73 -0.26
C 1.92 -3.28 4.93 -0.19
C 0.90 -4.40 4.55 -0.20
C -0.20 -3.94 3.58 -0.20
C 0.35 -3.41 2.23 -0.18
C -0.89 -3.24 1.28 -0.13
C -0.41 -2.84 -0.13 -0.08
C -0.11 -1.43 -0.52 -0.11
C -0.26 -0.36 0.58 -0.02
C 0.31 -1.11 -1.77 -0.11
C 0.67 0.30 -2.22 -0.13
C -0.36 1.44 -1.92 -0.16
C 0.29 2.63 -1.14 -0.26
N -0.29 2.82 0.22 -0.01
C 0.49 -2.18 -2.73 -0.15
N 0.91 -1.83 -3.98 0.14
C 1.09 -2.83 -4.80 -0.06
C 0.86 -4.18 -4.42 -0.25
C 1.15 -5.27 -5.46 -0.12
C 2.58 -5.06 -6.05 -0.19
C 3.37 -6.38 -6.27 -0.20
C 4.85 -6.15 -5.87 -0.17
C 5.58 -5.22 -6.86 -0.17
O 5.72 -3.89 -6.32 -0.01
C 6.57 -3.12 -7.04 -0.51
C 7.35 -1.99 -6.37 0.02
O 6.76 -3.32 -8.22 0.08
N 0.41 -4.58 -3.25 0.18
C 0.24 -3.51 -2.41 -0.17
C -0.23 -3.80 -1.09 -0.13
C -0.48 -5.27 -0.74 -0.12
C 0.67 -5.91 0.04 -0.75
O 0.55 -6.40 1.12 0.02
Br 2.48 -5.88 -0.76 0.67
H 3.06 -4.93 2.83 0.05
H 4.72 -4.48 3.19 0.07
H 3.55 -3.19 2.68 0.08
H 4.11 -3.18 5.18 0.10
H 3.40 -4.79 5.30 0.10
H 1.72 -2.41 4.28 0.09
H 1.81 -3.04 5.99 0.10
H 1.42 -5.28 4.15 0.10
H 0.39 -4.71 5.48 0.10
H -0.84 -3.15 4.01 0.12
H -0.88 -4.78 3.36 0.11
H 0.77 -2.40 2.34 0.10
H 1.06 -4.11 1.78 0.08
H -1.49 -2.42 1.70 0.10
H -1.54 -4.12 1.31 0.10
H -1.15 0.27 0.42 0.07
H 0.61 0.31 0.45 0.08
H -0.21 -0.78 1.58 0.06
H 1.64 0.54 -1.74 0.11
H 0.87 0.35 -3.29 0.09
H -0.71 1.89 -2.86 0.10
H -1.26 1.10 -1.39 0.09
H 0.14 3.58 -1.66 0.10
H 1.39 2.51 -1.07 0.10
H 0.37 2.51 0.93 0.06
H -0.39 3.81 0.41 0.05
H 1.43 -2.61 -5.81 0.12
H 0.36 -5.32 -6.22 0.12
H 1.18 -6.22 -4.91 0.10
H 2.46 -4.54 -7.01 0.11
H 3.14 -4.43 -5.34 0.10
H 2.95 -7.24 -5.74 0.11
H 3.35 -6.62 -7.34 0.11
H 4.91 -5.70 -4.87 0.12
H 5.40 -7.10 -5.83 0.11
H 5.06 -5.21 -7.83 0.13
H 6.59 -5.63 -7.03 0.13
H 8.40 -2.14 -6.61 0.09
H 7.02 -1.05 -6.82 0.09
H 7.25 -1.98 -5.28 0.08
H -1.39 -5.41 -0.15 0.11
H -0.60 -5.88 -1.65 0.11
C 0.42 -2.36 10.41 -0.04
O 0.72 -1.61 9.23 0.00
C 1.10 -0.35 9.46 -0.62
O 1.22 0.16 10.54 0.13
O 1.34 0.23 8.28 0.00
C 1.77 1.59 8.38 -0.04
H 0.12 -3.36 10.09 0.09
H 1.31 -2.44 11.04 0.10
H -0.40 -1.90 10.96 0.10
H 2.70 1.66 8.93 0.10
H 1.00 2.20 8.86 0.10
H 1.93 1.95 7.37 0.09
C -3.49 5.29 0.88 -0.03
O -3.41 6.72 1.01 0.00
C -2.63 7.13 2.01 -0.62
O -2.03 6.43 2.77 0.12
O -2.65 8.47 2.01 0.01
C -1.85 9.06 3.04 -0.04
H -4.15 5.07 0.05 0.08
H -2.51 4.87 0.68 0.08
H -3.92 4.86 1.78 0.10
H -0.80 8.78 2.92 0.09
H -2.21 8.76 4.03 0.10
H -1.94 10.14 2.94 0.09
C -6.46 -2.14 3.89 -0.04
O -5.43 -2.92 3.29 -0.02
C -5.87 -3.93 2.54 -0.63
O -7.02 -4.22 2.35 0.13
O -4.81 -4.57 2.04 -0.01
C -5.13 -5.69 1.21 -0.04
H -5.98 -1.36 4.47 0.09
H -7.09 -1.68 3.13 0.10
H -7.06 -2.75 4.57 0.10
H -5.71 -5.37 0.35 0.10
H -5.68 -6.44 1.78 0.10
H -4.20 -6.12 0.87 0.09
C 3.79 10.94 3.38 -0.04
O 3.99 10.86 1.96 0.01
C 2.96 10.36 1.29 -0.62
O 1.92 9.99 1.76 0.12
O 3.28 10.35 -0.01 0.01
C 2.26 9.83 -0.86 -0.04
H 4.69 11.36 3.81 0.09
H 2.95 11.60 3.61 0.10
H 3.62 9.95 3.79 0.10
H 1.36 10.45 -0.80 0.10
H 2.03 8.80 -0.61 0.10
H 2.64 9.87 -1.88 0.09
C -3.08 5.85 -4.33 -0.04
O -2.09 4.95 -4.84 0.00
C -1.87 5.05 -6.15 -0.62
O -2.43 5.80 -6.90 0.13
O -0.93 4.17 -6.48 0.00
C -0.60 4.16 -7.87 -0.04
H -3.15 5.67 -3.26 0.09
H -2.78 6.89 -4.49 0.10
H -4.05 5.65 -4.78 0.10
H -0.21 5.12 -8.18 0.10
H -1.47 3.89 -8.47 0.10
H 0.17 3.40 -8.02 0.09
C -6.18 2.81 -1.21 -0.04
O -5.07 2.08 -0.69 0.00
C -5.37 0.86 -0.24 -0.62
O -6.45 0.35 -0.23 0.13
O -4.23 0.32 0.20 0.00
C -4.35 -1.00 0.71 -0.02
H -5.82 3.78 -1.54 0.08
H -6.62 2.29 -2.06 0.10
H -6.93 2.97 -0.43 0.10
H -4.71 -1.68 -0.06 0.11
H -5.02 -1.01 1.58 0.09
H -3.36 -1.31 1.02 0.08
```



Which formula does entry 2 have?
C46H78BrN3O21



Among the records above, which one has the highest calculated total energy?
C46H76F8N2NbO25